No. 1
Here is a cluster of 12 separate species, C24H72O24 in total from OMol25. Energies are from ωB97M-V with the def2-TZVPD basis set.

```
120
Properties=species:S:1:pos:R:3
C 12.596 17.412 -17.416
C 11.591 17.526 -16.304
O 12.090 18.470 -15.263
O 13.879 17.147 -16.941
H 12.554 18.328 -18.016
H 12.183 16.639 -18.081
H 11.504 16.522 -15.847
H 10.603 17.902 -16.573
H 11.372 19.024 -14.973
H 13.760 16.884 -16.005
C 15.496 18.745 -13.545
C 15.463 17.252 -13.364
O 14.092 16.859 -13.463
O 14.732 19.239 -14.636
H 16.489 19.178 -13.683
H 15.065 19.238 -12.647
H 15.985 16.929 -12.461
H 15.942 16.741 -14.206
H 13.644 16.975 -12.618
H 13.920 18.736 -14.820
C 17.588 11.699 -18.434
C 17.275 11.134 -17.071
O 15.912 11.513 -16.811
O 17.550 13.125 -18.492
H 16.807 11.379 -19.169
H 18.458 11.353 -19.009
H 17.995 11.526 -16.353
H 17.419 10.042 -17.017
H 15.381 11.122 -17.514
H 17.021 13.487 -17.756
C 14.074 14.912 -19.168
C 14.318 13.958 -20.308
O 13.042 13.511 -20.760
O 13.354 14.182 -18.192
H 13.515 15.795 -19.507
H 14.980 15.422 -18.808
H 14.955 13.116 -19.991
H 14.865 14.377 -21.158
H 12.509 13.345 -19.971
H 13.771 14.332 -17.336
C 19.119 18.183 -24.025
C 18.216 17.889 -22.824
O 18.956 17.674 -21.651
O 19.945 19.337 -23.826
H 18.508 18.365 -24.921
H 19.775 17.333 -24.209
H 17.683 16.968 -23.109
H 17.546 18.735 -22.700
H 19.261 16.764 -21.617
H 19.375 20.100 -23.631
C 18.412 13.625 -13.964
C 18.184 14.450 -15.228
O 16.797 14.520 -15.552
O 18.745 12.177 -14.055
H 17.523 13.644 -13.322
H 19.287 14.082 -13.470
H 18.757 14.169 -16.126
H 18.631 15.422 -14.964
H 16.317 14.078 -14.846
H 19.594 12.199 -14.531
C 17.726 21.860 -21.510
C 18.511 21.537 -20.280
O 18.473 20.185 -19.878
O 18.412 21.425 -22.699
H 17.595 22.942 -21.602
H 16.731 21.405 -21.419
H 18.002 22.051 -19.462
H 19.539 21.892 -20.368
H 18.635 19.614 -20.656
H 17.777 21.367 -23.429
C 22.462 18.641 -21.426
C 23.337 17.736 -20.684
O 24.692 17.856 -21.142
O 22.178 18.102 -22.681
H 22.984 19.595 -21.587
H 21.539 18.852 -20.872
H 22.910 16.729 -20.759
H 23.301 18.141 -19.658
H 25.169 17.139 -20.699
H 21.417 18.577 -23.066
C 20.740 18.120 -14.288
C 19.651 19.104 -14.030
O 19.960 20.026 -13.024
O 20.800 17.371 -13.035
H 21.727 18.552 -14.537
H 20.553 17.396 -15.089
H 18.812 18.441 -13.752
H 19.271 19.569 -14.943
H 20.721 19.616 -12.568
H 21.549 16.764 -13.021
C 21.562 21.278 -16.680
C 22.279 22.289 -15.899
O 23.124 23.044 -16.828
O 22.370 20.129 -16.809
H 21.414 21.753 -17.666
H 20.594 21.072 -16.219
H 22.950 21.853 -15.154
H 21.523 22.953 -15.450
H 23.737 23.579 -16.327
H 21.851 19.429 -17.229
C 19.493 17.382 -17.933
C 18.037 17.336 -17.723
O 17.762 17.683 -16.237
O 19.997 18.719 -17.908
H 19.741 16.896 -18.901
H 20.060 16.735 -17.253
H 17.523 16.376 -17.855
H 17.483 18.140 -18.228
H 16.814 17.493 -16.177
H 19.380 19.284 -18.453
C 23.172 14.664 -16.633
C 23.280 14.994 -15.164
O 21.995 14.895 -14.422
O 22.372 13.484 -16.835
H 24.208 14.436 -16.963
H 22.896 15.482 -17.307
H 23.773 15.976 -15.077
H 24.028 14.306 -14.722
H 21.398 14.501 -15.082
H 22.630 13.098 -17.672
```

Results
**Structure (SMILES)**: OCCO.OCCO.OCCO.OCCO.OCCO.OCCO.OCCO.OCCO.OCCO.OCCO.OCCO.OCCO
**2S+1**: 1
**Maximum force**: 3.9 eV/Å
**Gap between HOMO and LUMO**: 9.5 eV

Results of the Löwdin charge analysis, in e, for atoms 1 through 5: C -0.2820; C -0.1632; O -0.0899; O -0.0442; H 0.1290


No. 2
Here is a structure of composition C30H44N3Si2TeTl from OMol25. Energies are from ωB97M-V with the def2-TZVPD basis set.

```
81
Properties=species:S:1:pos:R:3
Tl -0.324 -0.385 2.901
C 5.017 -1.199 -2.136
C 4.788 -2.576 -1.582
C 5.457 -3.677 -2.099
C 5.240 -4.956 -1.608
C 4.354 -5.140 -0.561
C 3.688 -4.055 -0.013
C 3.882 -2.778 -0.533
N 3.243 -1.640 0.000
C 1.964 -1.512 0.517
N 1.069 -2.408 0.037
C -0.305 -2.666 0.314
C -1.012 -2.059 1.353
C -2.343 -2.467 1.496
C -2.955 -3.394 0.666
C -2.217 -3.959 -0.360
C -0.888 -3.615 -0.551
C -0.120 -4.258 -1.678
N 1.677 -0.556 1.342
C 2.699 0.358 1.690
C 3.335 0.239 2.924
C 4.315 1.138 3.306
C 4.665 2.178 2.456
C 4.024 2.307 1.236
C 3.036 1.413 0.833
C 2.348 1.581 -0.492
H 5.724 -1.231 -2.963
H 5.424 -0.517 -1.385
H 4.084 -0.763 -2.498
H 6.155 -3.525 -2.912
H 5.767 -5.798 -2.035
H 4.189 -6.126 -0.150
H 3.031 -4.197 0.833
H 3.832 -0.839 0.168
H 1.445 -2.980 -0.698
H -2.940 -2.036 2.298
H -3.990 -3.676 0.816
H -2.672 -4.683 -1.025
H -0.763 -4.945 -2.227
H 0.739 -4.834 -1.324
H 0.251 -3.519 -2.395
H 3.044 -0.573 3.580
H 4.800 1.029 4.266
H 5.424 2.891 2.748
H 4.283 3.127 0.577
H 2.406 2.616 -0.823
H 1.300 1.287 -0.431
H 2.806 0.962 -1.269
C -4.267 3.242 2.236
Si -4.628 1.424 1.943
C -6.471 1.211 1.644
C -4.134 0.486 3.486
C -3.780 0.761 0.397
Te -1.662 0.975 0.147
C -1.721 3.092 -0.266
Si -1.898 3.522 -2.093
C -3.431 2.715 -2.816
C -2.062 5.386 -2.263
C -0.373 2.947 -3.018
H -4.857 3.586 3.087
H -4.530 3.865 1.381
H -3.217 3.413 2.479
H -7.047 1.531 2.513
H -6.722 0.169 1.445
H -6.803 1.801 0.789
H -4.728 0.847 4.327
H -3.084 0.643 3.735
H -4.306 -0.587 3.401
H -4.222 1.213 -0.491
H -3.961 -0.313 0.319
H -0.809 3.513 0.156
H -2.550 3.495 0.314
H -4.338 3.111 -2.356
H -3.419 1.635 -2.680
H -3.497 2.910 -3.887
H -2.943 5.754 -1.737
H -2.162 5.668 -3.313
H -1.193 5.907 -1.861
H -0.262 1.864 -2.962
H 0.524 3.401 -2.595
H -0.421 3.226 -4.071
```

Results
**2S+1**: 1
**Maximum force**: 0.2 eV/Å
**Gap between HOMO and LUMO**: 7.4 eV

Results of the Löwdin charge analysis, in e, for atoms 1 through 5: Tl 0.6048; C -0.0388; C -0.2102; C -0.0465; C -0.0868


No. 3
Here is a structure of composition CH2Ba2Br3CuO from OMol25. Energies are from ωB97M-V with the def2-TZVPD basis set.

```
10
Properties=species:S:1:pos:R:3
Cu 2.205 -0.770 -1.753
Ba 1.700 2.810 -2.895
Ba -0.517 -0.575 -4.385
O 0.455 0.607 -2.059
H 0.030 0.613 -1.160
C -0.876 -0.461 2.505
Br -0.525 -0.874 0.581
Br 0.422 0.755 3.240
Br -1.042 -2.108 3.481
H -1.852 0.002 2.445
```

Results
**2S+1**: 1
**Maximum force**: 2.4 eV/Å
**Gap between HOMO and LUMO**: 3.3 eV
**Total charge**: +4

Results of the Löwdin charge analysis, in e, for atoms 1 through 5: Cu 0.6639; Ba 1.9674; Ba 1.9555; O -0.8784; H -0.1376


No. 4
Here is the ion C4H9NOS2 with charge +1 from OMol25. Energies are from ωB97M-V with the def2-TZVPD basis set.

```
17
Properties=species:S:1:pos:R:3
S -1.390 -3.186 1.996
S -1.393 -2.198 0.218
C -0.167 -1.079 -0.509
C 0.177 0.342 0.162
C -1.117 1.085 0.457
N 1.210 1.226 -0.452
C 2.083 0.825 -1.510
O 2.427 -0.306 -1.643
H -1.899 -2.263 2.757
H -0.541 -0.710 -1.524
H 0.735 -1.582 -0.842
H 0.579 -0.008 1.266
H -0.884 1.966 0.944
H -1.643 1.305 -0.383
H -1.540 0.693 1.401
H 0.981 2.168 -0.334
H 2.381 1.721 -2.003
```

Results
**2S+1**: 2
**Maximum force**: 4.7 eV/Å
**Gap between HOMO and LUMO (alpha / beta)**: 8.2 / 4.7 eV
**Total charge**: +1

Results of the Löwdin charge analysis, in e, for atoms 1 through 5: S 0.5671; S 0.7314; C -0.4218; C -0.3777; C -0.0653


Repeat the third record exactly.
Here is a structure of composition CH2Ba2Br3CuO from OMol25. Energies are from ωB97M-V with the def2-TZVPD basis set.

```
10
Properties=species:S:1:pos:R:3
Cu 2.205 -0.770 -1.753
Ba 1.700 2.810 -2.895
Ba -0.517 -0.575 -4.385
O 0.455 0.607 -2.059
H 0.030 0.613 -1.160
C -0.876 -0.461 2.505
Br -0.525 -0.874 0.581
Br 0.422 0.755 3.240
Br -1.042 -2.108 3.481
H -1.852 0.002 2.445
```

Results
**2S+1**: 1
**Maximum force**: 2.4 eV/Å
**Gap between HOMO and LUMO**: 3.3 eV
**Total charge**: +4

Results of the Löwdin charge analysis, in e, for atoms 1 through 5: Cu 0.6639; Ba 1.9674; Ba 1.9555; O -0.8784; H -0.1376


Question: maximum force of number 2 (C30H44N3Si2TeTl)?
Answer: 0.2 eV/Å


Question: What is the formula in the first record?
Answer: C24H72O24